1.
88
Properties=species:S:1:pos:R:3:forces:R:3 method="wB97M-V/def2-TZVPD" homo_lumo_gap_ev=7.350 largest_force_ev_per_a=0.33 total_charge=+3 lumo_energy_ev=-8.399 homo_energy_ha=-0.5788
Y 0.565 -0.925 0.017 -0.0409 -0.2091 0.2531
N 2.119 -1.733 1.866 -0.0078 -0.0343 0.2098
C 1.901 -3.123 2.348 -0.0082 -0.0464 -0.0579
C 1.714 -4.026 1.152 -0.0138 0.0738 0.0015
N 0.598 -3.503 0.330 0.0865 -0.0768 0.0797
H 3.069 -1.678 1.503 0.0244 0.0210 -0.0040
H 2.130 -1.103 2.665 0.0344 0.0170 0.0126
H 1.001 -3.134 2.963 -0.0042 0.0250 0.0187
H 2.727 -3.475 2.966 0.0061 0.0210 0.0231
H 1.540 -5.051 1.480 -0.0044 -0.0248 -0.0107
H 2.616 -4.032 0.538 0.0062 -0.0087 -0.0136
H -0.277 -3.709 0.805 -0.0318 -0.0346 -0.0100
H 0.575 -4.026 -0.540 -0.0184 -0.0089 -0.0176
C 1.659 0.995 -2.992 -0.0982 0.1278 -0.0059
N 0.376 1.655 -2.875 -0.0227 -0.0316 -0.0026
C 0.099 2.689 -3.877 0.0174 0.0333 0.0189
C -1.384 2.945 -3.687 0.0198 -0.0034 0.0381
N -1.833 1.755 -2.946 -0.0488 -0.0368 -0.1243
C -3.201 1.815 -2.432 0.0105 0.0322 0.0638
C -0.780 1.040 -2.494 -0.0071 -0.0132 0.0691
N -0.787 -0.096 -1.789 -0.0619 0.1767 -0.2080
C -2.088 -0.789 -1.663 0.0445 -0.0299 0.0317
C -1.920 -2.001 -0.758 0.1072 0.0661 -0.0483
N -1.620 -1.609 0.625 -0.1059 0.0018 -0.1014
C -2.570 -1.603 1.548 0.1379 0.0302 0.1086
N -3.904 -1.792 1.439 -0.0909 0.0208 -0.0407
C -4.740 -2.119 0.289 0.0358 -0.0340 0.0181
C -4.539 -1.876 2.762 0.0193 0.0005 0.0151
C -3.457 -1.362 3.706 0.0189 0.0010 -0.0452
N -2.276 -1.337 2.845 0.0052 -0.0091 0.0789
C -0.991 -1.066 3.441 -0.1633 -0.0675 -0.0262
H 1.692 0.301 -3.837 0.0075 -0.0080 0.0039
H 1.915 0.479 -2.076 0.0497 -0.0741 -0.0360
H 2.416 1.761 -3.156 0.0124 0.0001 0.0104
H 0.326 2.313 -4.878 -0.0085 -0.0542 0.0000
H 0.710 3.571 -3.695 0.0068 0.0165 -0.0168
H -1.925 3.031 -4.626 -0.0139 0.0181 -0.0056
H -1.572 3.842 -3.093 -0.0108 -0.0074 0.0441
H -3.669 2.695 -2.864 0.0103 0.0020 -0.0363
H -3.218 1.940 -1.347 0.0055 -0.0070 -0.0086
H -3.797 0.955 -2.722 0.0075 -0.0033 -0.0241
H -2.458 -1.102 -2.645 0.0156 -0.0109 -0.0134
H -2.847 -0.160 -1.205 -0.0254 0.0091 0.0092
H -1.064 -2.580 -1.144 -0.0164 -0.0437 0.0091
H -2.757 -2.682 -0.849 -0.0138 -0.0422 -0.0112
H -4.684 -3.175 0.020 -0.0066 -0.0049 -0.0028
H -4.507 -1.502 -0.574 0.0070 0.0135 -0.0036
H -5.770 -1.906 0.565 -0.0067 0.0176 0.0264
H -4.825 -2.907 2.978 0.0130 -0.0189 -0.0092
H -5.437 -1.262 2.782 -0.0145 0.0023 -0.0092
H -3.298 -2.024 4.556 -0.0020 -0.0086 0.0056
H -3.670 -0.362 4.089 -0.0035 0.0166 -0.0150
H -0.631 -1.922 4.016 0.0230 -0.0043 -0.0119
H -1.086 -0.221 4.127 0.0236 0.0275 -0.0184
H -0.261 -0.793 2.685 0.0135 -0.0101 -0.0133
O 4.469 5.447 0.942 -0.0729 -0.0068 0.0398
N 3.586 5.358 1.771 0.0503 0.0076 0.0439
O 3.395 6.097 2.704 -0.0033 -0.0461 -0.0814
C 2.621 4.246 1.595 -0.0208 0.0489 0.0036
C 1.344 4.500 1.916 0.0164 0.1273 0.0488
C 0.336 3.508 1.708 -0.0322 -0.1165 -0.0248
C -1.017 3.756 1.991 -0.0243 -0.0027 0.0041
C -1.936 2.769 1.744 -0.0219 0.0688 0.0308
C -1.491 1.546 1.246 -0.0243 -0.0747 -0.0268
N -0.219 1.267 0.989 0.0491 0.1019 0.0428
C 0.690 2.251 1.199 -0.0380 0.0533 0.0306
C 2.071 1.986 0.871 0.0285 0.0435 0.0157
N 2.365 0.762 0.367 0.1625 0.1080 -0.0892
C 3.632 0.508 0.060 -0.0937 -0.0808 -0.0350
C 4.670 1.410 0.252 0.1046 0.0701 0.0109
C 4.386 2.654 0.758 -0.0349 -0.0546 -0.0118
C 3.049 2.978 1.065 0.0876 -0.0503 -0.0457
H 1.076 5.465 2.325 0.0044 0.0016 0.0033
H -1.317 4.718 2.390 0.0096 -0.0148 -0.0077
H -2.990 2.920 1.935 0.0145 -0.0005 -0.0026
H -2.203 0.756 1.049 0.0312 -0.0065 -0.0087
H 3.842 -0.460 -0.378 -0.0119 -0.0067 0.0014
H 5.682 1.131 -0.005 -0.0138 0.0064 0.0064
H 5.171 3.378 0.907 0.0049 0.0120 0.0023
I 4.862 -4.385 -3.758 -0.1827 0.1312 0.0859
C 3.274 -3.255 -3.063 0.2600 -0.0864 -0.1246
C 2.089 -2.973 -3.707 -0.0279 -0.0460 0.0157
N 1.356 -2.215 -2.872 0.0309 -0.0837 -0.0972
N 2.005 -1.960 -1.714 -0.1144 0.1576 -0.2050
C 3.174 -2.592 -1.837 0.0041 -0.1343 0.1026
H 1.731 -3.260 -4.684 -0.0095 0.0157 0.0326
H 0.482 -1.745 -3.063 -0.0226 0.0436 0.0435
H 3.910 -2.580 -1.046 -0.0283 0.0088 -0.0017

=====

2.
94
Properties=species:S:1:pos:R:3:forces:R:3 method="wB97M-V/def2-TZVPD" smiles="O=C1OCCO1.O=C1OCCO1.O=C1OCCO1.O=C1OCCO1.O=C1OCCO1.O=C1OCCO1.O=C1OCCO1.CCCC#N.CCCC#N" homo_lumo_gap_ev=11.388 largest_force_ev_per_a=3.73 total_charge=0 lumo_energy_ev=0.611 homo_energy_ha=-0.3961
O 11.671 12.510 13.138 -0.3572 -0.3726 0.8824
C 11.739 12.521 14.347 0.5696 1.0654 -0.4523
O 12.821 12.943 15.003 0.0665 0.1424 1.6097
C 12.476 13.036 16.486 0.2856 2.2733 -2.4092
C 11.272 12.208 16.543 -1.0037 -1.1175 0.2394
O 10.765 12.251 15.207 -1.0813 -0.4020 -0.3827
H 13.361 12.740 16.964 0.8942 -0.7132 0.9603
H 12.241 14.089 16.714 0.3035 -0.2583 -0.3397
H 10.477 12.502 17.236 0.2852 0.2619 -0.2512
H 11.532 11.193 16.751 0.0525 -0.8438 0.1698
O 17.441 9.243 12.967 -0.0597 -1.3965 -1.0818
C 17.592 10.048 13.815 0.7306 -0.4089 2.4302
O 17.292 11.300 13.672 0.1866 3.1022 1.0080
C 17.594 12.110 14.912 -1.8206 -2.4257 -0.2325
C 18.040 11.001 15.897 0.2875 -0.4061 -0.0055
O 18.078 9.774 15.080 -0.0789 1.0830 -0.4234
H 18.261 12.891 14.698 1.1225 0.6975 -0.5571
H 16.637 12.538 15.233 0.2217 -0.1072 -0.2000
H 17.258 10.858 16.653 0.4122 0.0215 -0.2254
H 19.030 11.163 16.408 -0.8793 -0.2157 -0.8327
O 15.236 11.076 17.305 -2.3451 -2.8970 -0.0093
C 14.625 10.007 17.124 0.2907 2.2711 0.3780
O 15.122 9.019 16.408 0.1118 -0.0937 -0.0043
C 14.155 7.974 16.191 0.0130 0.7863 -0.9112
C 12.960 8.381 17.066 0.9668 -0.8560 0.7027
O 13.348 9.697 17.588 0.9503 -0.1054 -0.9162
H 13.938 7.987 15.094 0.0075 -0.1318 1.0037
H 14.632 7.060 16.476 0.1040 -0.6040 0.1251
H 12.812 7.663 17.911 0.2279 0.8508 -0.4521
H 12.081 8.352 16.444 -0.5061 0.8598 0.0464
O 13.316 10.698 8.167 -0.0547 -0.4179 -0.5814
C 12.344 10.903 7.490 1.0179 1.1956 1.7258
O 12.053 12.146 7.039 -0.6119 -1.2447 -0.6947
C 10.694 12.113 6.527 0.1542 0.9399 0.2324
C 10.312 10.603 6.583 -0.3029 1.0683 -0.9269
O 11.381 10.012 7.271 0.7516 -0.3588 0.0768
H 10.140 12.753 7.214 -0.3420 -0.4364 0.2115
H 10.664 12.680 5.579 0.1287 -0.9616 0.0298
H 10.203 10.116 5.614 -0.0059 0.1587 -0.0166
H 9.442 10.422 7.178 -0.7206 0.0791 0.1195
O 11.215 8.810 14.334 -0.8357 -0.9058 1.5609
C 11.936 9.222 13.498 0.8045 1.0894 0.5313
O 11.682 9.121 12.213 0.2444 0.2529 -0.5042
C 12.617 9.936 11.517 -0.5131 1.9396 -1.6313
C 13.661 10.348 12.539 0.7080 1.3585 0.7065
O 13.088 9.912 13.778 -1.1193 -1.2155 -0.1444
H 13.022 9.351 10.725 0.3976 -0.4160 -0.6751
H 12.092 10.840 11.033 0.6070 -1.3432 0.9511
H 13.707 11.470 12.695 0.5371 -1.4331 -0.8182
H 14.650 9.839 12.413 -0.7821 0.7002 0.0600
O 15.755 13.549 12.552 1.0164 -0.0083 -2.5398
C 16.276 13.006 11.580 0.0611 -0.0646 3.5056
O 17.500 13.333 11.045 -2.0863 -1.0702 -0.8781
C 17.838 12.221 10.156 -0.3006 -0.3241 0.3177
C 16.658 11.206 10.168 0.2057 -0.4524 0.3379
O 15.813 11.813 11.186 0.2274 -0.1312 -1.2534
H 18.087 12.525 9.159 0.0219 0.6658 -0.3877
H 18.693 11.796 10.619 0.8447 -0.5498 0.1913
H 17.031 10.167 10.543 -0.9410 1.8632 -0.6215
H 16.065 11.122 9.200 0.8132 0.1429 1.2689
O 9.262 7.214 6.258 -0.3173 -0.1074 -1.3041
C 9.290 7.369 7.423 0.5514 0.3759 0.9109
O 10.078 6.682 8.263 -0.5314 0.0712 0.9056
C 9.703 7.073 9.611 1.0792 -0.6315 0.4871
C 9.049 8.416 9.446 -0.0110 -0.5628 -0.3768
O 8.595 8.311 8.102 -0.5402 0.5675 -0.7956
H 8.972 6.349 10.031 0.8966 0.1346 -0.1579
H 10.663 7.206 10.149 -0.8301 -0.6814 0.1389
H 9.825 9.189 9.534 -0.7541 0.2706 0.1095
H 8.145 8.480 10.058 0.5492 0.6357 0.1671
C 7.913 12.799 13.351 0.4908 0.0607 -2.4338
C 7.980 14.129 12.567 -0.8338 -0.0940 0.8518
C 9.392 14.550 12.172 0.2994 -3.0639 1.1277
C 9.770 13.812 10.955 -0.3734 0.3004 0.7406
N 9.872 13.194 9.998 0.3055 -0.3044 -0.5503
H 8.548 12.046 12.784 -0.9878 0.5239 0.9351
H 6.891 12.484 13.533 -0.1239 -0.2738 -0.4215
H 8.311 12.992 14.290 1.1129 -0.0283 1.7642
H 7.609 14.947 13.221 -0.1193 -0.4707 -0.5045
H 7.366 14.040 11.674 -0.2008 0.3167 -0.0436
H 10.062 14.289 13.038 -0.3621 0.4476 -1.1454
H 9.371 15.563 12.008 0.4398 2.4123 -0.5180
C 12.712 16.657 10.682 -0.6931 -1.0308 1.0114
C 12.714 15.327 11.446 0.5782 2.3497 1.2787
C 13.182 15.657 12.888 -0.9315 0.3757 0.5402
C 12.074 16.050 13.782 0.6967 -0.5089 -0.8128
N 11.178 16.239 14.466 -0.6821 0.2879 0.6207
H 12.399 16.487 9.696 -0.3658 0.0318 -1.5627
H 13.651 17.165 10.705 0.7920 0.1157 -0.0398
H 11.998 17.291 11.169 -0.5292 0.6217 0.1283
H 13.485 14.712 11.115 1.1142 -1.3794 -1.0552
H 11.771 14.812 11.408 -0.0628 -0.1125 0.0704
H 13.888 16.506 12.914 -0.0116 -0.6296 -0.2049
H 13.603 14.780 13.356 0.4719 -0.2009 0.1165